No. 1
{
  "formula": "C4H9NO2P",
  "method": "ωB97M-V/def2-TZVPD",
  "homo_lumo_gap_ha": 0.2857,
  "de_lowest_kcal_mol": 24.5,
  "max_force_ev_per_a": 4.42,
  "total_charge": -1,
  "elements": ["C", "C", "C", "C", "N", "O", "O", "P", "H", "H", "H", "H", "H", "H", "H", "H", "H"],
  "coordinates": [[-0.683, 0.327, -0.132], [-1.339, -0.907, -0.500], [-0.767, 2.617, 0.485], [2.077, -1.284, 0.388], [-1.323, 1.372, -0.002], [1.845, 0.657, -1.450], [1.894, 1.333, 1.053], [1.453, 0.427, -0.004], [-0.869, -1.655, 0.275], [-2.365, -0.885, -0.380], [-1.051, -1.148, -1.517], [-1.051, 2.574, 1.655], [-1.188, 3.430, 0.027], [0.288, 2.751, 0.288], [2.317, -1.890, -0.485], [2.993, -1.017, 0.853], [1.495, -1.846, 1.094]]
}



No. 2
{
  "formula": "C15H26N2O16",
  "method": "ωB97M-V/def2-TZVPD",
  "homo_lumo_gap_ha": 0.3925,
  "max_force_ev_per_a": 2.93,
  "elements": ["C", "C", "O", "C", "O", "O", "C", "H", "H", "H", "H", "H", "H", "H", "H", "C", "C", "O", "C", "O", "O", "H", "H", "H", "H", "C", "C", "O", "C", "O", "O", "H", "H", "H", "H", "C", "C", "O", "C", "O", "O", "H", "H", "H", "H", "C", "N", "O", "O", "H", "H", "H", "C", "N", "O", "O", "H", "H", "H"],
  "coordinates": [[2.603, -4.719, 4.416], [1.668, -4.296, 3.332], [1.990, -5.138, 2.270], [1.868, -4.611, 1.025], [1.498, -3.504, 0.770], [2.191, -5.618, 0.231], [2.154, -5.339, -1.233], [2.585, -4.087, 5.348], [3.565, -4.649, 3.943], [2.549, -5.813, 4.626], [1.895, -3.278, 2.989], [0.564, -4.274, 3.493], [1.135, -5.142, -1.536], [2.469, -6.237, -1.711], [2.898, -4.613, -1.409], [1.197, 4.228, -2.142], [0.154, 4.586, -3.148], [-0.770, 5.328, -2.389], [-0.212, 5.715, -1.158], [-0.653, 6.457, -0.333], [1.015, 5.147, -1.110], [2.211, 4.344, -2.482], [1.073, 3.198, -1.687], [-0.266, 3.612, -3.547], [0.475, 5.109, -4.022], [-2.515, -2.764, -2.223], [-2.145, -3.887, -1.284], [-1.301, -4.666, -2.158], [-0.671, -3.818, -2.947], [0.390, -3.991, -3.476], [-1.358, -2.653, -3.113], [-2.793, -1.858, -1.769], [-3.398, -2.983, -2.865], [-3.075, -4.442, -1.011], [-1.598, -3.652, -0.383], [0.091, 4.154, 2.387], [0.526, 2.875, 3.136], [-0.662, 2.034, 2.994], [-1.721, 2.841, 2.674], [-2.805, 2.465, 2.459], [-1.347, 4.143, 2.637], [0.294, 4.166, 1.288], [0.431, 5.037, 2.837], [0.601, 3.099, 4.184], [1.460, 2.391, 2.761], [-3.281, 3.715, -0.351], [-2.320, 2.733, -0.966], [-1.085, 2.735, -0.697], [-2.760, 1.939, -1.740], [-3.518, 4.378, -1.100], [-2.848, 4.212, 0.500], [-4.143, 3.101, -0.105], [0.366, -0.099, -0.701], [1.366, 0.901, -1.079], [1.930, 1.542, -0.231], [1.631, 0.991, -2.247], [-0.564, 0.104, -1.256], [0.224, -0.035, 0.357], [0.740, -1.116, -1.048]]
}



No. 3
{
  "formula": "C4H7N5",
  "method": "ωB97M-V/def2-TZVPD",
  "homo_lumo_gap_ha": 0.3566,
  "de_lowest_kcal_mol": 116.8,
  "max_force_ev_per_a": 5.00,
  "elements": ["C", "C", "C", "C", "H", "H", "H", "H", "H", "H", "H", "N", "N", "N", "N", "N"],
  "coordinates": [[-0.887, -0.393, 1.072], [0.761, 0.743, -0.896], [0.372, -1.538, -0.725], [-0.886, -0.911, -0.304], [-2.458, -1.320, 1.552], [0.067, 0.935, 2.188], [1.156, 2.061, 0.549], [2.092, 2.130, -1.422], [1.345, -1.298, -0.154], [0.466, -2.482, -1.244], [-1.867, -1.287, -0.540], [-1.593, -0.773, 2.001], [0.249, 0.423, 1.327], [0.309, 1.408, 0.339], [1.580, 1.262, -1.723], [-0.110, -0.340, -1.346]]
}



No. 4
{
  "formula": "C20H40BN2O13S2",
  "method": "ωB97M-V/def2-TZVPD",
  "homo_lumo_gap_ha": 0.2165,
  "max_force_ev_per_a": 5.80,
  "total_charge": -1,
  "elements": ["C", "C", "N", "C", "C", "C", "S", "S", "C", "C", "C", "C", "N", "B", "O", "O", "C", "C", "O", "O", "H", "H", "H", "H", "H", "H", "H", "H", "H", "H", "H", "H", "H", "H", "H", "H", "H", "H", "H", "H", "H", "H", "C", "O", "C", "O", "O", "C", "H", "H", "H", "H", "H", "H", "C", "O", "C", "O", "O", "C", "H", "H", "H", "H", "H", "H", "C", "O", "C", "O", "O", "C", "H", "H", "H", "H", "H", "H"],
  "coordinates": [[4.835, -2.517, 0.884], [6.227, -2.386, 0.054], [6.032, -1.752, -1.286], [7.016, -0.665, -1.562], [6.450, 0.431, -2.620], [5.951, -2.728, -2.369], [6.899, -2.751, -3.749], [4.640, -4.071, -2.236], [3.119, -3.549, -3.158], [2.677, -2.001, -2.889], [1.876, -1.952, -1.500], [0.619, -0.918, -1.488], [-0.192, -0.975, -2.769], [1.245, 0.559, -1.258], [1.225, 1.325, -0.042], [1.948, 1.172, -2.388], [3.021, 2.027, -1.920], [-0.363, -1.430, -0.329], [-0.789, -0.743, 0.653], [-0.821, -2.748, -0.438], [3.996, -2.965, 0.260], [4.470, -1.499, 1.270], [4.971, -3.225, 1.786], [6.911, -1.758, 0.740], [6.753, -3.413, -0.020], [8.065, -1.043, -1.841], [7.158, -0.075, -0.580], [7.182, 1.315, -2.563], [5.441, 0.760, -2.211], [6.429, 0.048, -3.690], [2.238, -4.213, -2.826], [3.196, -3.700, -4.301], [2.078, -1.690, -3.805], [3.611, -1.350, -2.836], [2.592, -1.565, -0.676], [1.577, -3.009, -1.169], [-0.161, -1.969, -3.039], [0.294, -0.450, -3.516], [1.719, 0.879, 0.681], [3.648, 1.471, -1.134], [3.726, 2.327, -2.781], [2.635, 2.995, -1.459], [3.878, 7.955, 1.448], [2.492, 7.682, 1.635], [2.166, 6.382, 1.517], [2.930, 5.481, 1.275], [0.844, 6.266, 1.714], [0.351, 4.928, 1.617], [4.025, 9.030, 1.566], [4.478, 7.440, 2.202], [4.195, 7.671, 0.442], [0.810, 4.292, 2.377], [0.527, 4.523, 0.618], [-0.724, 4.955, 1.793], [-2.366, -2.496, 2.565], [-3.647, -1.866, 2.676], [-4.626, -2.673, 3.100], [-4.515, -3.842, 3.385], [-5.765, -1.953, 3.155], [-6.902, -2.691, 3.595], [-1.653, -1.749, 2.212], [-2.031, -2.862, 3.540], [-2.397, -3.309, 1.837], [-6.751, -3.064, 4.611], [-7.117, -3.513, 2.909], [-7.758, -2.015, 3.601], [-7.835, 0.026, 0.053], [-8.975, 0.874, 0.201], [-10.049, 0.267, 0.728], [-10.115, -0.888, 1.070], [-11.040, 1.173, 0.810], [-12.253, 0.662, 1.358], [-7.030, 0.618, -0.381], [-7.504, -0.347, 1.024], [-8.056, -0.802, -0.624], [-12.097, 0.314, 2.381], [-12.650, -0.142, 0.733], [-12.979, 1.476, 1.376]]
}



No. 5
{
  "formula": "C2H40O17S2",
  "method": "ωB97M-V/def2-TZVPD",
  "homo_lumo_gap_ha": 0.3333,
  "de_lowest_kcal_mol": 135.5,
  "max_force_ev_per_a": 7.97,
  "elements": ["C", "C", "S", "S", "H", "H", "H", "H", "H", "H", "H", "H", "O", "H", "H", "O", "H", "H", "O", "H", "H", "O", "H", "H", "O", "H", "H", "O", "H", "H", "O", "H", "H", "O", "H", "H", "O", "H", "H", "O", "H", "H", "O", "H", "H", "O", "H", "H", "O", "H", "H", "O", "H", "H", "O", "H", "H", "O", "H", "H", "O"],
  "coordinates": [[0.932, -0.848, 0.104], [-0.034, -1.679, -0.680], [-0.545, -3.244, 0.075], [0.025, -3.496, 1.993], [0.385, -0.284, 0.952], [1.508, -0.337, -0.461], [1.669, -1.497, 0.646], [0.507, -2.045, -1.635], [-0.878, -1.134, -1.152], [-0.925, -3.101, 2.877], [-2.406, 1.180, -3.157], [-3.602, 0.579, -2.180], [-3.096, 0.434, -2.910], [-1.157, 3.504, 0.563], [0.387, 3.449, 1.035], [-0.244, 3.773, 0.317], [2.553, 1.060, -2.535], [3.678, 1.945, -2.176], [3.532, 1.046, -2.406], [-2.069, -1.150, 2.912], [-3.170, -2.081, 2.334], [-2.828, -1.836, 3.173], [4.086, -0.765, 0.759], [4.130, -1.676, 2.189], [4.124, -0.891, 1.738], [-0.905, 0.680, 3.180], [0.015, -0.482, 3.042], [-0.755, -0.143, 2.586], [-2.090, -1.981, -3.151], [-1.444, -3.310, -2.802], [-1.233, -2.433, -3.120], [3.279, 0.921, 3.942], [3.087, -0.254, 2.806], [2.651, 0.259, 3.555], [-3.531, -0.220, 0.744], [-2.191, 0.131, 1.009], [-2.683, -0.221, 0.289], [-3.216, 4.207, 0.349], [-2.741, 2.831, 0.001], [-2.828, 3.447, 0.715], [-0.027, -1.412, -3.930], [-0.084, -0.407, -5.092], [0.411, -0.742, -4.394], [-3.434, -2.083, -0.615], [-3.270, -1.376, -1.904], [-3.995, -1.810, -1.394], [0.922, -0.371, 4.724], [1.271, -1.787, 4.453], [0.512, -1.154, 4.577], [2.244, 2.561, 0.759], [2.506, 1.830, 2.076], [2.254, 2.624, 1.743], [0.716, 0.517, -3.171], [0.084, 1.467, -2.096], [0.817, 1.376, -2.794], [2.902, -1.942, -0.773], [3.683, -0.811, -1.695], [3.722, -1.328, -0.853], [-0.934, 2.987, -1.180], [-0.820, 4.127, -2.008], [-1.456, 3.390, -1.954]]
}



No. 6
{
  "formula": "C2H11NO4",
  "method": "ωB97M-V/def2-TZVPD",
  "homo_lumo_gap_ha": 0.3785,
  "de_lowest_kcal_mol": 29.3,
  "max_force_ev_per_a": 0.78,
  "elements": ["C", "N", "C", "O", "H", "H", "H", "H", "H", "H", "H", "O", "H", "H", "O", "H", "H", "O"],
  "coordinates": [[-0.496, 2.593, 0.577], [-0.368, 2.750, -0.752], [0.399, 3.814, -1.364], [-1.209, 1.800, 1.150], [0.153, 3.273, 1.162], [-0.560, 1.939, -1.329], [1.376, 3.944, -0.892], [0.499, 3.611, -2.421], [-0.104, 4.767, -1.257], [0.266, -2.162, 1.594], [-0.239, -3.644, 1.597], [0.307, -3.004, 1.131], [-2.092, 0.430, -0.270], [-2.509, -0.226, -1.580], [-1.998, 0.515, -1.231], [1.784, -7.105, 0.706], [2.245, -6.300, 1.892], [2.544, -6.995, 1.288]]
}